[1]
Computed, not measured: a structure of composition C37H39F3FeN4O2Si, with the ωB97M-V functional and the def2-TZVPD basis.

Computed properties:
* energy: -3655.62804 a.u.
* E_LUMO (alpha / beta): -0.0257 / -0.0257 hartree
* charge: 0

Element x y z (Å)
Fe  0.8806  -0.1532  1.0439
C  -4.2474  -3.6799  3.8166
C  -3.4984  -2.5935  3.0976
C  -3.9607  -2.0232  1.9637
C  -3.2210  -0.9712  1.3160
C  -3.6615  -0.1344  0.3251
N  -4.6600  -0.3813  -0.5531
C  -4.7286  -1.6829  -1.2394
C  -3.3625  -2.1427  -1.7731
C  -2.6934  -1.0993  -2.6835
N  -1.2681  -0.9343  -2.4456
C  -0.3263  -1.3797  -3.2400
C  1.0485  -1.2968  -2.9924
C  1.9781  -1.7877  -3.9542
C  3.3170  -1.7674  -3.7283
C  4.3160  -2.2881  -4.7260
C  3.7643  -1.2590  -2.4732
C  2.9322  -0.7960  -1.4997
C  3.4970  -0.3467  -0.2229
N  2.8428  -0.0846  0.8380
C  3.6341  0.3685  1.9792
C  3.2374  -0.3481  3.2624
C  1.9294  0.1569  3.8534
N  0.7848  -0.2475  3.0454
C  -0.1928  -0.7737  3.6677
C  -1.4495  -1.2229  3.0474
C  -2.2505  -2.1229  3.6555
C  -1.8595  -0.7102  1.7507
O  -1.0952  -0.0923  1.0035
C  1.5127  -0.7642  -1.7451
O  0.6920  -0.2859  -0.9173
H  -5.2133  -3.8648  3.3484
H  -4.4190  -3.4238  4.8641
H  -3.6789  -4.6124  3.7993
H  -4.9390  -2.3017  1.5915
H  -3.1327  0.8117  0.2045
H  -4.8647  0.4048  -1.1496
H  -5.4466  -1.5677  -2.0517
H  -5.1283  -2.4428  -0.5716
H  -3.5076  -3.0785  -2.3151
H  -2.6970  -2.3640  -0.9362
H  -3.1494  -0.1205  -2.5261
H  -2.8259  -1.3458  -3.7379
H  -0.9298  -0.5650  -1.5445
H  -0.6627  -1.8267  -4.1737
H  1.5943  -2.1843  -4.8897
H  3.8427  -2.4810  -5.6880
H  4.7685  -3.2209  -4.3819
H  5.1255  -1.5738  -4.8865
H  4.8330  -1.2512  -2.2729
H  4.5846  -0.2461  -0.2104
H  3.4582  1.4435  2.0904
H  4.7005  0.2286  1.7784
H  4.0250  -0.1845  4.0013
H  3.1679  -1.4241  3.0808
H  1.9426  1.2508  3.8771
H  1.8108  -0.2022  4.8805
H  -0.1265  -0.9171  4.7490
H  -1.9379  -2.5231  4.6167
C  -3.3916  3.4021  -1.0227
C  -2.4497  2.6212  -1.6845
C  -1.2457  2.3092  -1.0653
C  -0.9263  2.7750  0.2183
C  -1.8872  3.5670  0.8534
C  -3.1043  3.8733  0.2506
Si  0.6930  2.1917  1.0647
C  2.0777  3.1807  0.1898
C  2.8083  4.2014  0.8061
C  3.8516  4.8524  0.1561
C  4.1889  4.5011  -1.1431
C  3.4816  3.4897  -1.7802
C  2.4510  2.8383  -1.1164
H  -4.3301  3.6550  -1.5016
H  -2.6511  2.2656  -2.6904
H  -0.5327  1.6786  -1.5850
H  -1.6851  3.9420  1.8510
H  -3.8271  4.4888  0.7732
H  0.6052  2.9014  2.4029
H  2.5514  4.4980  1.8182
H  4.3971  5.6407  0.6616
H  4.9952  5.0111  -1.6559
H  3.7384  3.2046  -2.7942
H  1.9243  2.0342  -1.6235
F  1.8395  -2.8195  0.2199
C  0.8332  -2.2063  0.9537
F  0.8353  -2.9626  2.1223
F  -0.3266  -2.7076  0.3024

=====

[2]
Computed, not measured: a structure of composition C37H39N3O2PS3Ti, with the ωB97M-V functional and the def2-TZVPD basis.

Computed properties:
* energy: -4133.60831 a.u.
* relative energy (zero: lowest compared OMol25 entry of this formula, charge and spin): 0.0 kJ/mol
* E_LUMO (alpha / beta): 0.0801 / 0.0801 hartree
* multiplicity: 3
* charge: -1

Element x y z (Å)
Ti  -0.9695  0.4962  -1.0422
C  -1.6346  1.8476  0.6946
C  -1.8358  2.6372  -0.4994
C  -2.7931  1.9965  -1.2777
C  -3.3413  0.9512  -0.5188
C  -2.6325  0.8135  0.7018
C  -2.9435  -0.1004  1.8502
C  -4.6141  0.1049  -0.7115
C  -3.5091  2.6583  -2.4834
C  -1.0598  3.8533  -0.8742
C  -0.6484  2.1055  1.8548
H  -3.9552  0.0768  2.2111
H  -2.2694  0.0672  2.6601
H  -2.9191  -1.1334  1.5253
H  -5.4191  0.6712  -0.2362
H  -4.5392  -0.8245  -0.1829
H  -4.9194  -0.0183  -1.7620
H  -2.6609  3.1314  -2.9938
H  -4.2612  3.4007  -2.3004
H  -3.9688  1.9113  -3.1524
H  -1.4508  4.2564  -1.7658
H  0.0448  3.6323  -0.9950
H  -1.1744  4.6468  -0.1851
H  -0.6460  3.1508  2.0791
H  0.3789  1.7090  1.6415
H  -1.0489  1.6414  2.7575
N  -1.3362  -3.0241  -0.9340
P  -0.3179  -1.8285  -0.1625
C  -0.5301  -2.2524  1.6302
C  -1.5788  -3.0889  2.1105
C  -1.8475  -3.1561  3.4778
C  -0.9580  -2.4865  4.3659
C  0.2190  -1.8395  3.9102
C  0.4239  -1.6805  2.5315
C  1.3868  -2.6052  -0.3774
C  1.6665  -3.8680  -0.7987
C  2.9744  -4.3582  -0.8514
C  4.0897  -3.5050  -0.6412
C  3.7794  -2.1377  -0.3880
C  2.4521  -1.7476  -0.2091
C  -2.1296  -2.5912  -1.9402
C  -3.0143  -3.5230  -2.5544
C  -3.7568  -3.0592  -3.5865
C  -3.7373  -1.7232  -3.9578
C  -2.8781  -0.9232  -3.2608
N  -2.0513  -1.2897  -2.2738
H  -1.4860  -3.8942  -0.4259
H  -2.3004  -3.5934  1.4398
H  -2.7015  -3.7462  3.8096
H  -1.1576  -2.5223  5.4315
H  0.9148  -1.3446  4.5918
H  1.3183  -1.1262  2.1892
H  0.8819  -4.6210  -0.9841
H  3.2174  -5.3858  -1.2089
H  5.0803  -3.8427  -0.8103
H  4.6234  -1.4773  -0.2500
H  2.3461  -0.6357  -0.0604
H  -3.0336  -4.5761  -2.2106
H  -4.5093  -3.7443  -4.0486
H  -4.3242  -1.2695  -4.7216
H  -2.6877  0.1321  -3.5357
O  2.6111  2.4359  -0.2135
C  2.0188  1.6624  -0.9550
O  1.0239  0.9345  -0.5754
C  2.4698  1.5967  -2.4293
C  3.8373  1.7170  -2.6558
C  4.3187  1.6226  -3.9566
C  3.4798  1.4909  -5.0348
C  2.1360  1.2999  -4.8051
C  1.6213  1.3709  -3.5024
S  -0.1511  1.1221  -3.4314
H  4.5168  2.0151  -1.8499
H  5.3646  1.6503  -4.0880
H  3.8274  1.4788  -6.0344
H  1.4041  1.1210  -5.5942
S  6.0076  2.0634  6.4873
C  4.5481  2.2242  5.7262
N  4.3026  2.8553  4.5679
C  3.0834  2.5416  3.8722
C  2.0852  2.4760  5.0258
S  3.0870  1.5783  6.3370
H  5.1578  3.2150  4.1644
H  3.1103  1.6397  3.3134
H  2.8458  3.2929  3.1261
H  1.2212  1.8518  4.7600
H  1.8247  3.3955  5.4543